Formula: C22H28N2O5S
Source: the OMol25 dataset
Level of theory: wB97M-V/def2-TZVPD

Values from the calculation:
HOMO level, eV: -8.7
SMILES: CCOc1ccc(N(CC(=O)NC[C@@H]2CCCO2)S(=O)(=O)c2ccc(C)cc2)cc1
Kohn-Sham gap, eV: 9.086
LUMO level, eV: 0.4
Relative energy (zero: lowest compared OMol25 entry of this formula, charge and spin), kcal/mol: 64.0
Largest force on an atom, eV/A: 1.1

```
! RIJCOSX wB97M-V def2-TZVPD def2/J DEFGRID3
* xyz 0 1
C -6.975 -2.569 1.014
C -5.586 -1.966 1.154
O -4.898 -2.192 -0.062
C -3.619 -1.763 -0.189
C -2.901 -1.080 0.789
C -1.599 -0.681 0.539
C -0.996 -0.953 -0.678
N 0.317 -0.460 -0.910
C 1.331 -1.417 -1.330
C 2.491 -1.455 -0.325
O 2.931 -2.499 0.115
N 2.939 -0.235 0.005
C 4.070 -0.026 0.873
C 5.314 0.442 0.089
C 5.925 -0.689 -0.742
C 6.880 -1.334 0.260
C 7.331 -0.135 1.098
O 6.326 0.864 0.987
S 0.277 0.936 -1.859
O 1.584 1.532 -1.745
O -0.197 0.659 -3.184
C -0.914 1.915 -0.966
C -0.508 2.574 0.179
C -1.441 3.279 0.917
C -2.775 3.321 0.521
C -3.775 4.096 1.322
C -3.156 2.654 -0.639
C -2.229 1.950 -1.386
C -1.710 -1.637 -1.657
C -3.004 -2.039 -1.414
H -6.898 -3.634 0.814
H -7.538 -2.417 1.931
H -7.502 -2.099 0.188
H -5.656 -0.888 1.352
H -5.047 -2.442 1.985
H -3.342 -0.853 1.746
H -1.042 -0.152 1.296
H 1.726 -1.127 -2.310
H 0.906 -2.421 -1.404
H 2.576 0.562 -0.510
H 3.829 0.736 1.620
H 4.277 -0.972 1.378
H 5.030 1.307 -0.523
H 6.476 -0.278 -1.589
H 5.168 -1.379 -1.107
H 6.345 -2.057 0.875
H 7.719 -1.836 -0.218
H 8.271 0.285 0.718
H 7.465 -0.386 2.155
H 0.529 2.530 0.469
H -1.136 3.799 1.813
H -3.564 4.017 2.386
H -4.785 3.744 1.132
H -3.727 5.151 1.050
H -4.188 2.685 -0.958
H -2.503 1.427 -2.287
H -1.249 -1.832 -2.614
H -3.573 -2.567 -2.163
*
```

Formula: C22H28N2OS
Source: the OMol25 dataset
Level of theory: wB97M-V/def2-TZVPD

Values from the calculation:
HOMO level, eV: -8.1
SMILES: Cc1ccc(SCCN2CCN(CCc3ccccc3)CCC2=O)cc1
Kohn-Sham gap, eV: 8.734
LUMO level, eV: 0.7
Relative energy (zero: lowest compared OMol25 entry of this formula, charge and spin), kcal/mol: 0.0
Largest force on an atom, eV/A: 0.6

```
! RIJCOSX wB97M-V def2-TZVPD def2/J DEFGRID3
* xyz 0 1
C 4.777 3.381 1.033
C 4.487 2.038 0.437
C 5.441 1.026 0.483
C 5.179 -0.223 -0.040
C 3.950 -0.487 -0.637
S 3.704 -2.113 -1.310
C 1.924 -2.382 -1.040
C 1.583 -2.384 0.449
N 0.157 -2.294 0.678
C -0.466 -0.993 0.591
C -1.425 -0.854 -0.598
N -2.751 -1.324 -0.257
C -3.798 -0.731 -1.073
C -4.422 0.488 -0.365
C -3.434 1.602 -0.184
C -2.784 1.786 1.030
C -1.829 2.777 1.177
C -1.515 3.603 0.112
C -2.166 3.437 -1.099
C -3.119 2.444 -1.244
C -2.810 -2.768 -0.148
C -2.041 -3.283 1.075
C -0.551 -3.440 0.839
O -0.018 -4.533 0.816
C 3.001 0.521 -0.713
C 3.268 1.765 -0.169
H 4.003 4.099 0.772
H 5.736 3.756 0.681
H 4.827 3.308 2.119
H 6.399 1.220 0.944
H 5.919 -1.007 0.005
H 1.710 -3.353 -1.485
H 1.368 -1.616 -1.580
H 1.934 -3.316 0.898
H 2.071 -1.541 0.948
H 0.329 -0.252 0.502
H -1.026 -0.775 1.506
H -1.495 0.203 -0.857
H -1.013 -1.400 -1.466
H -3.418 -0.427 -2.059
H -4.589 -1.465 -1.238
H -5.266 0.833 -0.966
H -4.793 0.162 0.607
H -3.026 1.141 1.862
H -1.330 2.906 2.126
H -0.772 4.378 0.225
H -1.932 4.084 -1.932
H -3.624 2.319 -2.192
H -3.858 -3.049 -0.025
H -2.426 -3.270 -1.055
H -2.222 -2.614 1.917
H -2.413 -4.276 1.330
H 2.053 0.356 -1.202
H 2.513 2.536 -0.227
*
```

Formula: C22H28N4O3
Source: the OMol25 dataset
Level of theory: wB97M-V/def2-TZVPD

Values from the calculation:
HOMO level, eV: -8.2
SMILES: CCOc1ccccc1CN1CCNC(=O)[C@H]1CC(=O)NCCc1ccccn1
Kohn-Sham gap, eV: 8.927
LUMO level, eV: 0.7
Relative energy (zero: lowest compared OMol25 entry of this formula, charge and spin), kcal/mol: 43.6
Largest force on an atom, eV/A: 0.7

```
! RIJCOSX wB97M-V def2-TZVPD def2/J DEFGRID3
* xyz 0 1
C 2.996 -1.045 -1.005
C 3.225 -1.766 0.319
O 2.025 -2.122 0.981
C 1.301 -3.201 0.570
C 1.656 -4.034 -0.486
C 0.878 -5.133 -0.807
C -0.256 -5.426 -0.074
C -0.606 -4.603 0.982
C 0.144 -3.485 1.313
C -0.276 -2.610 2.475
N -1.075 -1.435 2.179
C -2.384 -1.650 1.610
C -2.358 -1.913 0.099
N -1.445 -0.994 -0.543
C -0.511 -0.241 0.047
O 0.208 0.504 -0.607
C -0.395 -0.318 1.565
C -0.910 1.025 2.165
C -1.919 1.715 1.256
O -3.084 1.371 1.177
N -1.417 2.757 0.566
C -2.171 3.453 -0.451
C -1.500 3.328 -1.826
C -0.215 4.103 -1.849
C 1.005 3.487 -1.579
C 2.153 4.261 -1.574
C 2.047 5.618 -1.837
C 0.787 6.135 -2.093
N -0.313 5.404 -2.097
H 2.608 -1.719 -1.765
H 3.936 -0.626 -1.356
H 2.275 -0.243 -0.868
H 3.718 -1.088 1.023
H 3.865 -2.648 0.187
H 2.546 -3.844 -1.064
H 1.172 -5.765 -1.632
H -0.857 -6.290 -0.315
H -1.482 -4.836 1.573
H -0.866 -3.216 3.170
H 0.619 -2.264 2.998
H -2.968 -0.743 1.789
H -2.865 -2.485 2.121
H -2.043 -2.941 -0.119
H -3.359 -1.760 -0.315
H -1.496 -0.923 -1.550
H 0.670 -0.401 1.794
H -0.068 1.691 2.347
H -1.394 0.792 3.113
H -0.421 2.915 0.564
H -3.167 3.006 -0.464
H -2.255 4.513 -0.186
H -2.176 3.734 -2.578
H -1.303 2.276 -2.033
H 1.042 2.426 -1.385
H 3.115 3.814 -1.369
H 2.917 6.257 -1.846
H 0.645 7.187 -2.306
*
```

Formula: C22H28N4O4
Source: the OMol25 dataset
Level of theory: wB97M-V/def2-TZVPD

Values from the calculation:
HOMO level, eV: -8.5
SMILES: COc1ccccc1CC(=O)N1CCC(n2nccc2NC(=O)[C@H]2CCOC2)CC1
Kohn-Sham gap, eV: 9.058
LUMO level, eV: 0.6
Relative energy (zero: lowest compared OMol25 entry of this formula, charge and spin), kcal/mol: 37.8
Largest force on an atom, eV/A: 0.9

```
! RIJCOSX wB97M-V def2-TZVPD def2/J DEFGRID3
* xyz 0 1
C -0.314 -0.080 -3.014
O -0.596 0.829 -1.974
C -1.881 0.891 -1.489
C -2.901 0.033 -1.878
C -4.153 0.136 -1.293
C -4.398 1.091 -0.325
C -3.388 1.963 0.044
C -2.132 1.886 -0.532
C -1.032 2.833 -0.142
C -0.240 2.288 1.042
O -0.748 1.543 1.858
N 1.039 2.739 1.197
C 1.897 3.121 0.097
C 2.389 1.840 -0.577
C 3.118 0.935 0.437
N 3.319 -0.372 -0.143
N 4.553 -0.728 -0.518
C 4.447 -1.924 -1.059
C 3.119 -2.367 -1.056
C 2.415 -1.338 -0.462
N 1.060 -1.239 -0.166
C 0.187 -2.294 -0.144
O 0.465 -3.400 -0.541
C -1.152 -1.913 0.468
C -2.208 -3.011 0.289
C -2.376 -3.561 1.711
O -2.115 -2.469 2.564
C -1.020 -1.786 2.012
C 2.436 0.825 1.815
C 1.822 2.151 2.270
H 0.732 0.079 -3.272
H -0.447 -1.117 -2.691
H -0.936 0.114 -3.892
H -2.727 -0.729 -2.620
H -4.935 -0.543 -1.600
H -5.369 1.160 0.139
H -3.572 2.716 0.795
H -1.460 3.786 0.180
H -0.398 3.002 -1.009
H 2.740 3.685 0.507
H 1.379 3.767 -0.610
H 1.528 1.320 -1.000
H 3.075 2.071 -1.393
H 4.129 1.334 0.580
H 5.315 -2.427 -1.433
H 2.723 -3.292 -1.416
H 0.704 -0.341 0.125
H -1.494 -0.964 0.054
H -3.143 -2.585 -0.072
H -1.863 -3.780 -0.401
H -1.648 -4.366 1.892
H -3.380 -3.923 1.928
H -0.077 -2.252 2.346
H -1.060 -0.751 2.353
H 1.642 0.080 1.797
H 3.173 0.490 2.546
H 2.596 2.867 2.555
H 1.163 1.978 3.122
*
```